Record 1
Molecular formula: C10H10ClFPb
Method: DFT, the ωB97M-V functional and the def2-TZVPD basis

Properties
E_tot (Ha): -1139.8403
Gap between HOMO and LUMO (alpha / beta) (hartree): 0.1934 / 0.2319
2S+1: 1

Cartesian coordinates (Å):
C: 0.67263 0.22409 3.76838
C: -0.44073 -0.05074 2.93599
C: -0.73030 1.12866 2.16418
H: -0.95777 -1.01773 2.85676
C: 0.24353 2.13258 2.54747
C: 1.09547 1.57043 3.51568
H: 1.95200 2.04410 3.95570
H: 1.19635 -0.46849 4.42182
H: -1.49070 1.23604 1.37265
H: 0.35728 3.12445 2.11311
Pb: 1.32237 -0.35874 -0.62295
Cl: 2.86067 -0.96331 1.29834
C: 0.34349 -1.31553 -3.19412
C: -0.27112 -0.02262 -3.39292
C: -1.61296 -0.09647 -2.91284
H: 0.18844 0.83311 -3.90734
C: -1.83873 -1.41977 -2.41051
C: -0.63727 -2.17352 -2.57141
H: -0.51392 -3.24544 -2.36671
H: 1.34836 -1.60486 -3.51430
H: -2.37020 0.69388 -2.99907
H: -2.80030 -1.81180 -2.05188
F: 2.08342 1.56170 -1.00603


Record 2
Molecular formula: C10H10ClPS
Method: DFT, the ωB97M-V functional and the def2-TZVPD basis

Properties
E_tot (Ha): -1586.6750
Gap between HOMO and LUMO (alpha / beta) (hartree): 0.2430 / 0.2429
2S+1: 1
Relative energy (zero: lowest compared OMol25 entry of this formula, charge and spin) (eV): 1.151

Cartesian coordinates (Å):
C: 2.17178 1.93335 1.37676
C: 1.03123 1.30319 1.15299
C: -2.55086 -1.61921 -0.01023
C: 3.27016 1.04782 1.18532
C: -3.47845 -1.03329 -0.74026
C: -1.41715 0.16833 -0.90233
C: -1.30632 -0.82164 -0.02403
C: 1.35172 -0.08797 1.11087
C: -2.88322 0.17757 -1.44100
C: 2.78788 -0.20964 1.08840
P: 0.19016 -1.37075 0.83382
S: 0.76136 -3.21040 0.75399
Cl: 2.19282 -0.24664 -2.21023
H: 2.18058 2.94406 1.74905
H: 0.09995 1.74285 1.13381
H: -2.76037 -2.51986 0.40521
H: 4.28075 1.47436 1.11050
H: -4.44767 -1.31051 -1.00401
H: -0.70515 0.97682 -1.27602
H: -2.83466 -0.04211 -2.52859
H: -3.41780 1.16207 -1.39460
H: 2.25054 0.64362 -1.22304
H: 3.23270 -1.10199 0.85362


Record 3
Molecular formula: C10H10F12NaO18S4
Method: DFT, the ωB97M-V functional and the def2-TZVPD basis

Properties
E_tot (Ha): -4695.0774
Gap between HOMO and LUMO (hartree): 0.2429
2S+1: 1
Relative energy (zero: lowest compared OMol25 entry of this formula, charge and spin) (eV): 0.000
Total charge: -3

Cartesian coordinates (Å):
Na: 0.32085 -0.14329 0.31191
C: 1.34876 4.41003 -0.91462
F: 1.98146 5.58371 -0.73503
F: 0.03706 4.68978 -1.10087
F: 1.79710 3.84280 -2.04072
S: 1.53934 3.31777 0.62071
O: 1.02999 2.01992 0.20441
O: 2.97604 3.34021 0.84013
O: 0.73501 4.00278 1.61214
C: 3.51959 -3.13415 1.02297
F: 3.32540 -4.06373 0.04500
F: 2.40586 -3.10638 1.75061
F: 4.53947 -3.53426 1.78200
S: 3.89252 -1.45903 0.18468
O: 4.81285 -1.84982 -0.88240
O: 2.61029 -0.96759 -0.29031
O: 4.47665 -0.69104 1.25827
C: -4.38285 1.15749 0.08878
F: -4.19589 1.00091 -1.24870
F: -5.42537 2.01179 0.21840
F: -4.74295 -0.01824 0.60504
S: -2.86463 1.94792 0.86261
O: -3.21043 1.99265 2.25673
O: -1.80490 1.02128 0.48797
O: -2.80091 3.22972 0.14335
C: 1.17078 -1.20404 4.98734
F: 1.26609 -0.85851 6.26979
F: 2.30543 -1.73795 4.58449
F: 0.24290 -2.18355 4.96552
S: 0.64400 0.20813 3.87980
O: -0.43919 0.85096 4.60605
O: 1.84921 0.99730 3.79709
O: 0.25854 -0.52057 2.67561
C: -1.42125 2.32665 -2.52314
C: -1.58494 0.80484 -2.44764
O: -0.27007 0.33854 -2.72645
C: 0.46010 1.32681 -3.30929
O: 1.56245 1.20619 -3.73036
O: -0.26909 2.44864 -3.35861
H: -1.13608 2.69256 -1.53445
H: -2.29768 2.82450 -2.92440
H: -2.25420 0.38278 -3.20951
H: -1.93748 0.49436 -1.46869
C: -2.95083 -3.18909 -0.36998
O: -2.08158 -3.39073 -1.47893
C: -0.83288 -2.93285 -1.26943
O: -0.46989 -2.31480 -0.30981
O: -0.10638 -3.23583 -2.32081
C: 1.23219 -2.72781 -2.38956
H: -3.73749 -3.94433 -0.41938
H: -3.41533 -2.20535 -0.40242
H: -2.42981 -3.35580 0.57147
H: 1.24516 -1.70461 -2.01897
H: 1.53359 -2.71898 -3.43236
H: 1.94342 -3.27869 -1.77598


Record 4
Molecular formula: C10H10F3N7O4
Method: DFT, the ωB97M-V functional and the def2-TZVPD basis

Properties
E_tot (Ha): -1370.6657
Gap between HOMO and LUMO (hartree): 0.2717
2S+1: 1
Relative energy (zero: lowest compared OMol25 entry of this formula, charge and spin) (eV): 0.000

Cartesian coordinates (Å):
O: -3.62422 4.30475 1.63904
N: -2.39103 4.43186 1.70485
O: -1.83367 5.50417 2.03973
C: -1.51000 3.31452 1.38006
C: -0.12420 3.43945 1.37617
C: 0.69215 2.33196 1.04926
N: 2.12362 2.34814 1.15398
O: 2.73102 3.35978 1.55375
O: 2.70448 1.27976 0.81970
C: 0.13273 1.11671 0.69105
N: -1.23325 1.00682 0.78842
N: -1.97700 -0.11352 0.59994
N: -3.22789 0.22489 0.74432
N: -3.36023 1.53741 1.04708
C: -2.11026 2.04346 1.09217
H: 0.34033 4.38541 1.62940
H: 0.66128 0.24389 0.31706
C: 0.31187 -2.41774 -2.81759
C: -0.52325 -1.49727 -1.91585
N: 0.20466 -1.37870 -0.65963
C: 1.39977 -2.21066 -0.61775
C: 1.36488 -3.04571 0.64538
F: 2.52249 -3.71263 0.89296
F: 1.10832 -2.23927 1.72814
F: 0.35407 -3.96793 0.58421
C: 1.44674 -2.98178 -1.94357
H: -0.30624 -3.22635 -3.22350
H: 0.72034 -1.82303 -3.64141
H: -0.62245 -0.49334 -2.35060
H: -1.54368 -1.88725 -1.75549
H: -0.42274 -1.44736 0.14649
H: 2.27495 -1.55263 -0.51626
H: 1.29744 -4.05250 -1.76829
H: 2.41897 -2.82532 -2.41323


Record 5
Molecular formula: C10H10FNO
Method: DFT, the ωB97M-V functional and the def2-TZVPD basis

Properties
E_tot (Ha): -616.7694
Gap between HOMO and LUMO (hartree): 0.3186
2S+1: 1
Relative energy (zero: lowest compared OMol25 entry of this formula, charge and spin) (eV): 3.419

Cartesian coordinates (Å):
C: -3.61594 1.37683 -0.05519
C: -3.81127 -0.12831 -0.02923
C: -1.34719 -0.13195 -0.13757
C: -0.29537 -0.82591 0.12198
C: 1.16423 -0.41597 0.07861
C: 2.10799 -1.49694 0.02303
C: 3.45807 -1.24474 -0.15858
C: 4.02149 0.04286 -0.07645
C: 3.06253 1.13344 -0.01655
C: 1.71516 0.85531 0.04799
H: -4.50989 1.89423 -0.76176
H: -2.60744 1.72496 -0.65772
H: -3.41725 1.76675 0.90739
H: -2.44978 -1.87064 0.75916
H: -1.34885 0.99775 -0.66313
H: -0.20864 -1.89386 0.46436
H: 1.93041 -2.58184 -0.08248
H: 4.05463 -2.03621 -0.35228
H: 5.08932 0.39981 -0.16374
H: 3.58244 2.12360 0.33240
N: -2.56255 -0.70536 0.45404
O: -4.79677 -0.89258 -0.21546
F: 0.78467 1.90876 0.18119


Record 6
Molecular formula: C10H10InO12S2
Method: DFT, the ωB97M-V functional and the def2-TZVPD basis

Properties
E_tot (Ha): -2275.9319
Gap between HOMO and LUMO (hartree): 0.1741
2S+1: 1
Relative energy (zero: lowest compared OMol25 entry of this formula, charge and spin) (eV): 2.608
Total charge: +1

Cartesian coordinates (Å):
In: -20.83425 5.61997 -1.66509
C: -20.37995 1.45906 -4.76531
C: -20.27613 2.66873 -3.95854
C: -18.82882 3.27638 -3.64731
O: -18.66692 4.38156 -3.12243
C: -17.71461 2.40591 -3.89649
C: -17.83287 1.18474 -4.49092
C: -19.23691 0.76885 -5.09248
O: -19.47445 -0.14092 -5.99133
O: -16.72552 0.48720 -4.49818
O: -21.21029 3.30266 -3.45359
H: -21.29941 0.94263 -4.99828
H: -16.70501 2.71507 -3.66950
C: -14.82102 5.85241 1.13535
C: -14.73297 4.43290 0.55742
O: -15.99776 4.15217 0.03693
S: -17.20661 5.01131 0.71518
O: -17.44437 4.15149 1.90184
O: -18.21237 5.25830 -0.32155
O: -16.16851 6.30124 0.93300
H: -14.22119 6.56288 0.56656
H: -14.68067 5.92365 2.21393
H: -14.44793 3.70453 1.31658
H: -13.96092 4.32022 -0.20373
C: -20.56872 11.52046 -1.17367
C: -19.48099 11.33053 -2.26841
O: -20.08977 10.60416 -3.33580
S: -21.50164 9.83923 -2.84662
O: -21.27845 8.38644 -2.64653
O: -22.61675 10.30974 -3.66690
O: -21.64970 10.61180 -1.41186
H: -20.87922 12.55821 -1.05212
H: -20.17070 11.20769 -0.20834
H: -18.72673 10.66389 -1.85035
H: -19.09536 12.27796 -2.64493


Record 7
Molecular formula: C10H10N2
Method: DFT, the ωB97M-V functional and the def2-TZVPD basis

Properties
E_tot (Ha): -496.5760
Gap between HOMO and LUMO (hartree): 0.3250
2S+1: 1
Relative energy (zero: lowest compared OMol25 entry of this formula, charge and spin) (eV): 0.574

Cartesian coordinates (Å):
C: 2.35394 -1.44241 0.64844
C: 1.09358 0.39194 -0.33499
C: 1.39538 1.73353 -0.28042
C: 0.37750 2.68286 -0.05802
C: -1.22366 1.06251 0.03273
C: -2.59647 0.71045 0.17318
C: -3.00045 -0.58688 0.02971
C: -2.07613 -1.61700 -0.28101
C: -0.74340 -1.31671 -0.39815
C: -0.29023 0.03002 -0.23333
H: 3.06262 -2.22667 0.36078
H: 1.43065 -1.92323 0.99039
H: 2.77876 -0.89686 1.49762
H: 2.94246 -0.17769 -0.83527
H: 2.43114 2.05977 -0.35366
H: 0.64969 3.74093 0.00822
H: -3.28546 1.52914 0.36640
H: -4.05780 -0.82793 0.16254
H: -2.42634 -2.63294 -0.43146
H: 0.00473 -2.07379 -0.65786
N: 2.07482 -0.60440 -0.51079
N: -0.89533 2.38536 0.10494


Record 8
Molecular formula: C10H10N2O
Method: DFT, the ωB97M-V functional and the def2-TZVPD basis

Properties
E_tot (Ha): -571.4476
Gap between HOMO and LUMO (hartree): 0.3224
2S+1: 1
Relative energy (zero: lowest compared OMol25 entry of this formula, charge and spin) (eV): 10.286

Cartesian coordinates (Å):
C: -2.20525 -1.18330 0.00389
C: -2.10588 0.44781 -0.56769
C: -0.95485 2.30114 -0.77037
C: -0.72045 1.05212 -0.27141
C: 0.37801 0.23478 0.42649
C: 1.45965 -0.13706 -0.42744
C: 2.61788 -0.95622 -0.11188
C: 2.50645 -1.87057 0.89455
C: 1.27545 -1.64424 1.72930
C: 0.36024 -0.56519 1.55192
H: -1.37414 -1.65799 -0.49959
H: -2.23826 -1.63348 1.06988
H: -3.31383 -1.94967 -0.04926
H: 0.65548 3.67294 -0.49879
H: -0.20810 4.05326 -2.38765
H: 1.74991 0.65538 -1.17980
H: 3.36876 -1.30033 -1.10089
H: 3.03560 -2.88885 1.03397
H: 1.27059 -2.71545 2.46191
H: -0.45050 -0.76738 2.34305
N: -2.96935 1.31115 -1.04521
N: 0.04892 3.09283 -1.37275
O: -2.18634 2.44831 -1.23225


Record 9
Molecular formula: C10H10N2O2
Method: DFT, the ωB97M-V functional and the def2-TZVPD basis

Properties
E_tot (Ha): -646.9387
Gap between HOMO and LUMO (hartree): 0.3364
2S+1: 1
Relative energy (zero: lowest compared OMol25 entry of this formula, charge and spin) (eV): 4.444

Cartesian coordinates (Å):
C: -1.13398 -0.60547 1.06944
C: -1.16252 0.72678 1.84065
C: -1.62577 1.84230 1.17928
C: -2.54366 0.46843 -0.66375
C: 1.80974 0.67571 -1.24865
C: 0.59933 0.14221 -0.81426
C: 0.59130 -1.09658 -0.13989
C: 1.79508 -1.78002 0.07387
C: 2.97016 -1.20929 -0.35793
C: 3.00702 0.02514 -0.94573
H: -1.94995 -1.54029 -0.59732
H: -0.66865 0.65812 2.88399
H: -1.74458 2.81470 1.88445
H: -2.40221 2.29822 -0.79721
H: 1.83147 1.66840 -1.69967
H: -0.34914 0.63915 -0.98802
H: -0.33509 -1.57952 0.12508
H: 1.79155 -2.74876 0.55152
H: 3.91584 -1.59935 -0.06866
H: 3.97596 0.51120 -1.15536
N: -1.86297 -0.62981 -0.10616
N: -2.10027 1.68382 -0.15232
O: -0.93631 -1.68177 1.61801
O: -3.47238 0.31669 -1.49138